# 1
Here is 2 unconnected molecules or ions with the total composition C3H8O in a non-equilibrium geometry from the OMol25 dataset. Energies are from ωB97M-V/def2-TZVPD.

```
12
Properties=species:S:1:pos:R:3:forces:R:3
C 1.3458 -0.8199 0.1022 1.0639 3.3167 1.9199
C 1.5010 0.5319 0.0148 3.8366 -2.0952 -4.0161
H 1.3200 -1.3646 -0.7954 0.4658 -1.2687 -0.3505
H 0.9613 -1.0358 1.0779 0.4695 -1.5716 0.3359
H 1.7182 0.8584 -1.0360 0.2600 0.3441 1.1461
H 1.4820 1.2119 0.7617 -0.0150 1.8484 2.4093
C -1.7549 0.0211 0.0875 1.9870 -1.1479 2.5120
O -0.4307 -0.3179 -0.4397 -4.9834 4.5107 -2.2899
H -2.0296 -0.7814 0.8114 0.4434 0.7190 0.0903
H -1.5108 0.9959 0.5972 -1.6164 -0.8571 -0.3186
H -2.5497 -0.0730 -0.5812 -1.1201 0.8728 -1.6012
H -0.0528 0.7734 -0.6004 -0.7913 -4.6713 0.1629
```
Positions in Å, forces in eV/Å.

The energy above the lowest of the compared OMol25 structures with the same formula, charge and spin is 123.5 kcal/mol. For the LUMO energy, the calculation gives 0.91 eV. The SMILES is C=C.CO. The net charge is 0. The gap between HOMO and LUMO comes out at 8.75 eV.


# 2
Here is a single C5H5F3 molecule in a non-equilibrium geometry from the OMol25 dataset. Energies are from ωB97M-V/def2-TZVPD.

```
13
Properties=species:S:1:pos:R:3:forces:R:3
F 2.9933 0.8069 2.3212 -2.3850 -0.4621 -0.6484
C 1.6361 0.5025 2.0515 2.4486 -0.6482 -3.4050
C 1.2389 0.1571 0.7772 -0.5705 0.0424 1.9265
F 2.2065 0.1212 -0.1893 -1.5163 0.2567 0.6987
C -0.2704 -0.2503 0.4312 1.8225 -0.1870 4.1433
C -0.5863 -0.3114 -0.8352 2.5694 4.0006 -3.7188
C -1.8070 -0.3973 -1.7404 1.6245 -0.0301 2.0518
F -1.7560 0.9760 -2.3872 -1.2147 -3.1685 1.3773
H 1.1118 0.3093 2.9252 -1.1371 0.1450 1.3112
H -0.8670 -0.4772 1.4577 1.1734 0.2434 -2.8322
H 0.2384 0.4359 -1.4278 -1.8176 -2.8453 1.0808
H -2.5571 -0.6742 -0.8479 0.0687 1.1290 -3.0812
H -1.5811 -1.1985 -2.5363 -1.0659 1.5242 1.0961
```
Positions in Å, forces in eV/Å.

The energy above the lowest of the compared OMol25 structures with the same formula, charge and spin is 74.7 kcal/mol. For the LUMO energy, the calculation gives 0.37 eV. The SMILES is F/C=C(F)/C=C/CF. The net charge is 0. The gap between HOMO and LUMO comes out at 9.81 eV.


# 3
Here is 9 unconnected molecules or ions with the total composition C74H81Cl2IN8O6 in a non-equilibrium geometry from the OMol25 dataset. Energies are from ωB97M-V/def2-TZVPD.

```
172
Properties=species:S:1:pos:R:3:forces:R:3
C -4.8700 -5.0941 -2.6759 0.2740 0.3488 -0.3942
C -4.7220 -3.5381 -2.0823 -0.2499 -1.3747 -0.3522
C -3.4794 -2.8606 -2.9149 -0.3072 -0.1957 0.3058
C -2.9767 -1.4058 -2.3420 -0.1383 -0.3205 0.0918
C -2.3283 -0.4982 -3.5725 -0.5608 -0.4606 0.2166
C -1.3140 0.6873 -3.0586 -0.6195 0.0867 -0.2905
C 0.1477 0.4822 -3.7735 -0.3285 0.2655 -0.2134
C 1.2066 1.7405 -3.5030 -0.2041 -1.0706 0.4388
C 2.1056 1.3839 -2.1439 1.5484 -0.2238 2.6435
C 3.1417 0.0756 -2.1079 -0.1153 1.1342 2.4131
C 3.3549 -0.9483 -3.4058 0.8338 -0.3581 0.4499
C 3.7026 -0.1661 -4.8045 -0.8284 -0.1317 0.1979
C 4.5980 -1.0765 -5.8329 1.9567 -5.2220 -0.4574
O 5.0392 -2.3259 -5.6023 -2.8257 8.4169 -1.1341
O 4.9204 -0.5007 -7.1748 -2.3179 -0.8694 2.9926
C 4.0205 -0.3396 -0.7483 -2.8700 4.1466 0.5100
C 3.8299 0.6069 0.5769 -1.5241 0.5160 -2.3278
C 2.8049 1.9283 0.5511 0.1672 -1.5894 -1.8643
C 1.9215 2.3572 -0.7969 2.6246 -3.0397 0.7957
C 0.9132 3.6584 -0.7887 0.6386 -0.2468 -0.3660
C 1.5203 4.8199 -1.8278 -0.6075 -0.9021 -0.5838
C 0.2219 5.5298 -2.5343 -0.0176 -0.3591 -0.9152
Cl -0.3664 7.0186 -1.5365 0.9129 -1.5827 -0.6179
C 2.6924 2.7738 1.9897 0.2108 4.0417 0.1020
O 2.6833 4.1115 2.0539 -0.1786 -8.3275 -0.4563
C 2.6454 1.8000 3.3486 -0.2792 -1.6594 2.0057
C 3.6622 0.4724 3.3732 -1.9580 0.4973 2.3109
C 3.6683 -0.5463 4.6600 -2.7358 3.8498 -0.4541
C 2.6175 -0.2315 5.9227 0.0909 2.2098 -2.2574
C 2.6377 -1.3156 7.1521 0.5921 -0.2594 -1.3804
C 1.8130 -2.6517 6.6191 -0.0068 0.0770 0.0773
C 0.4695 -2.3017 5.7464 0.4884 0.5459 0.5290
I -0.4884 -4.2611 5.2771 0.4507 1.0464 0.1321
C 1.5897 1.0692 5.9155 2.1128 0.0531 -2.8808
C 0.5022 1.4132 7.0928 -1.1534 -0.5134 -0.8607
O 1.0308 1.3736 8.4649 2.8010 1.4205 -0.9987
C 2.1505 2.3069 8.6635 -0.5246 5.0998 -1.4965
C 3.4596 1.6947 9.5056 -1.8765 -0.2014 -0.5139
O 2.0777 3.5693 8.2298 0.4729 -8.1724 2.5650
C 1.6149 2.1021 4.6002 3.0195 -3.0507 -0.5614
Cl 0.5141 3.6095 4.4489 1.8444 -2.4848 0.5504
C 4.6154 0.2680 2.0141 3.7729 -1.3828 0.1642
O 5.8890 -0.1535 2.0741 -8.0412 2.3700 -0.3871
H -4.3827 -5.8966 -1.9766 -0.8748 1.6428 -1.3074
H -5.9865 -5.3987 -2.8632 2.1007 0.6275 0.4114
H -4.2885 -5.1473 -3.7101 -1.4376 0.0265 2.3228
H -4.5415 -3.6167 -0.9162 -0.1333 0.4512 -2.5449
H -5.7701 -3.0305 -2.2785 2.3194 -0.5880 0.4149
H -3.8523 -2.7624 -4.0416 0.8997 -0.1365 2.3449
H -2.5877 -3.6520 -2.8846 -1.8491 1.8000 -0.1659
H -2.2057 -1.5705 -1.4458 -1.5349 0.3531 -2.0688
H -3.9186 -0.8646 -1.8480 2.0667 -0.9565 -1.2213
H -1.7372 -1.1836 -4.3363 -1.2155 1.1780 1.7013
H -3.2683 -0.0848 -4.1775 2.1740 -0.6535 1.2489
H -1.2301 0.6599 -1.8843 -0.0432 0.0287 -2.3093
H -1.8368 1.7182 -3.3554 1.4947 -2.0220 0.6089
H -0.0508 0.4045 -4.9391 0.4578 0.0950 2.3494
H 0.5949 -0.5433 -3.3901 -0.8847 2.1836 -0.8544
H 1.8791 1.9167 -4.4596 -1.2041 -0.4365 2.1750
H 0.5423 2.6960 -3.3810 1.4969 -1.7524 0.1037
H 4.2967 -1.6444 -3.1744 -2.1085 1.6075 -0.3373
H 2.4452 -1.6892 -3.5529 1.8007 1.7121 0.3635
H 4.1979 0.8656 -4.5045 -0.7541 -2.2054 -1.0792
H 2.6603 0.0463 -5.3421 2.3998 -0.3135 0.8813
H 4.0684 -0.1599 -7.5940 1.4753 -0.4456 0.8188
H 4.7448 -1.2601 -0.6952 -1.6343 2.0485 -0.2758
H -0.1660 3.2822 -1.1314 2.4470 0.8410 0.5692
H 0.7913 4.1761 0.2569 0.4704 -1.4471 -1.8923
H 2.2528 5.5610 -1.2883 -1.7707 -1.3626 -0.9568
H 2.1670 4.2832 -2.6720 -1.5305 1.1354 1.7427
H 0.4105 5.9191 -3.6324 -0.1440 -0.6274 2.4303
H -0.7120 4.7968 -2.6161 2.1360 1.5804 0.4149
H 4.3567 -1.4930 4.7113 -1.4099 2.0032 -0.1377
H 3.7701 -1.6731 7.2624 -2.4563 0.9132 -0.1096
H 2.2625 -0.9099 8.1834 0.4916 -0.6153 -2.2787
H 1.4703 -3.2556 7.5648 0.7673 0.9825 -1.9039
H 2.5724 -3.2961 5.9641 -1.8278 1.3471 1.4114
H 0.6675 -1.8097 4.7020 -0.3872 -0.8687 2.2115
H -0.3150 -1.6897 6.3918 1.6927 -1.3362 -1.5275
H -0.3335 0.5640 7.0323 1.9049 1.7869 0.3860
H -0.0632 2.4319 6.9677 1.5022 -1.8976 -0.2838
H 4.4102 2.0288 8.9106 -1.8859 -0.6732 1.3842
H 3.3151 0.5227 9.5698 0.5293 2.5223 -0.3011
H 3.3889 2.1036 10.5997 0.3528 -0.5342 -2.2350
C 6.4206 -6.1022 3.2137 0.0076 0.0268 -0.0173
C 5.7902 -6.3106 4.4358 0.1108 0.0878 -0.2059
C 5.3641 -5.2030 5.1512 0.0472 0.8578 -0.1687
N 5.5288 -3.9291 4.7323 0.2108 -0.7441 -0.5228
C 6.1458 -3.7582 3.5429 -0.3848 0.1143 0.7261
C 6.6031 -4.8018 2.7545 -0.0544 -0.2922 0.1404
H 6.7671 -6.9459 2.6240 -0.0433 0.0972 0.0703
H 5.6338 -7.3115 4.8219 -0.0025 0.1097 -0.0164
H 4.8640 -5.3137 6.1089 0.0352 -0.0499 -0.0625
H 6.2679 -2.7251 3.2297 0.0203 -0.0547 -0.0498
H 7.0902 -4.6059 1.8060 -0.0498 0.0189 0.1044
C -5.8054 -5.7501 3.2273 0.0197 -0.0109 0.0171
C -6.2829 -4.8926 2.2418 0.1196 -0.1474 0.1817
C -5.3707 -4.0984 1.5655 0.8631 0.0766 0.1549
N -4.0420 -4.1052 1.8102 -0.6701 -0.5741 0.5013
C -3.6084 -4.9467 2.7737 -0.1271 0.5782 -0.6841
C -4.4419 -5.7812 3.5009 -0.2956 0.0268 -0.0726
H -6.4901 -6.3887 3.7778 0.0791 0.0715 -0.0625
H -7.3398 -4.8441 2.0055 0.1016 0.0087 -0.0010
H -5.6937 -3.4151 0.7855 -0.0551 -0.0557 0.1076
H -2.5369 -4.9317 2.9527 -0.1013 -0.0258 0.0046
H -4.0383 -6.4387 4.2625 -0.0113 0.0757 -0.0628
C 5.4634 -3.1246 -12.0182 0.0412 -0.0217 0.0399
C 4.3897 -2.3556 -12.4543 0.1776 -0.1016 0.1185
C 3.8162 -1.4642 -11.5617 0.1890 0.1841 0.8433
N 4.2372 -1.3003 -10.2884 0.3887 -0.6169 -0.5812
C 5.2803 -2.0620 -9.8932 -0.5348 0.4872 0.0225
C 5.9211 -2.9772 -10.7128 -0.1695 -0.0127 -0.3872
H 5.9395 -3.8332 -12.6897 -0.0579 0.0808 0.0678
H 4.0087 -2.4476 -13.4650 0.0193 0.0309 0.0986
H 2.9779 -0.8393 -11.8555 0.0554 -0.0659 -0.0284
H 5.5982 -1.9132 -8.8650 -0.0274 -0.0547 -0.1522
H 6.7560 -3.5613 -10.3427 -0.0920 0.0751 -0.0001
C -4.1178 -3.6547 9.7739 0.0040 0.0232 -0.0230
C -4.2525 -4.8168 10.5262 0.0487 0.2094 -0.1539
C -3.3094 -5.8184 10.3602 0.7451 -0.0402 -0.5748
N -2.2661 -5.7339 9.5059 -0.7056 0.7462 0.1428
C -2.1626 -4.5945 8.7879 0.1112 -0.8085 0.4659
C -3.0527 -3.5372 8.8869 -0.2357 -0.0610 0.2156
H -4.8368 -2.8473 9.8778 0.0793 -0.0900 -0.0078
H -5.0720 -4.9397 11.2252 0.0840 -0.0050 -0.0545
H -3.3693 -6.7430 10.9269 -0.0323 0.0749 -0.0225
H -1.3171 -4.5523 8.1071 -0.1347 0.0260 0.0858
H -2.9195 -2.6443 8.2868 0.0016 -0.0877 0.0186
C -2.3521 -9.4389 -5.6507 0.0029 0.0089 -0.0033
C -2.9825 -9.6473 -4.4285 0.1099 0.0626 -0.2359
C -3.4085 -8.5397 -3.7131 0.0841 0.9377 -0.2342
N -3.2438 -7.2658 -4.1321 0.5242 -1.0916 -0.7114
C -2.6268 -7.0949 -5.3215 -0.4411 -0.0654 0.8546
C -2.1696 -8.1385 -6.1099 -0.0430 -0.2483 0.0992
H -2.0056 -10.2826 -6.2404 -0.0396 0.0986 0.0684
H -3.1388 -10.6482 -4.0424 0.0038 0.0982 -0.0212
H -3.9086 -8.6504 -2.7554 0.0325 -0.0267 -0.0500
H -2.5047 -6.0618 -5.6347 0.0078 -0.0602 -0.0200
H -1.6824 -7.9426 -7.0584 -0.0430 0.0003 0.0910
C -4.0647 8.6928 -3.4073 0.0216 0.0656 -0.0542
C -4.5422 9.5503 -4.3928 0.0879 -0.1562 0.1628
C -3.6300 10.3445 -5.0691 0.8848 0.0444 0.0723
N -2.3013 10.3377 -4.8244 -0.6526 -0.5826 0.4468
C -1.8677 9.4963 -3.8609 -0.1562 0.5619 -0.6526
C -2.7012 8.6618 -3.1337 -0.4438 0.0015 0.0011
H -4.7494 8.0542 -2.8568 0.0755 0.0752 -0.0522
H -5.5991 9.5989 -4.6290 0.0978 0.0183 -0.0043
H -3.9530 11.0278 -5.8491 -0.0220 -0.0459 0.0595
H -0.7962 9.5113 -3.6819 -0.0820 -0.0427 0.0439
H -2.2976 8.0042 -2.3721 -0.2071 0.2443 -0.2730
C -0.8831 13.8630 -4.0821 -0.0002 -0.0183 -0.0277
C -0.1824 15.0011 -3.6969 -0.1644 -0.2206 -0.0274
C -0.5211 15.6046 -2.4964 -0.6663 -0.2412 0.6396
N -1.4967 15.1537 -1.6777 0.2457 -0.4318 -0.8536
C -2.1606 14.0480 -2.0792 0.4303 0.7908 0.3343
C -1.8922 13.3734 -3.2593 0.1257 0.1052 -0.1138
H -0.6450 13.3619 -5.0158 -0.0573 0.0070 0.1182
H 0.6087 15.4083 -4.3163 -0.0619 -0.0201 0.0705
H -0.0013 16.4933 -2.1505 -0.0161 -0.0565 -0.0533
H -2.9413 13.7072 -1.4049 0.0535 -0.0081 -0.0698
H -2.4563 12.4883 -3.5309 0.1105 0.1174 0.0227
C -3.7261 0.5354 3.3391 0.0189 -0.0242 0.0091
C -3.4154 -0.8011 3.1117 -0.1139 0.2808 0.0785
C -2.0931 -1.1342 2.8651 0.7832 0.4197 -0.0559
N -1.0859 -0.2344 2.8287 -0.9189 0.2172 0.2437
C -1.4185 1.0556 3.0515 0.4141 -0.7654 -0.2272
C -2.7102 1.4853 3.3101 -0.1737 -0.1904 -0.0034
H -4.7513 0.8345 3.5372 0.1039 -0.0322 -0.0212
H -4.1842 -1.5653 3.1265 0.1230 0.0202 -0.0390
H -1.7997 -2.1642 2.6848 -0.1147 0.0424 -0.0075
H -0.5916 1.7593 3.0147 -0.1956 -0.1076 -0.0349
H -2.9195 2.5347 3.4839 0.0595 -0.0708 -0.0175
```
Positions in Å, forces in eV/Å.

For the LUMO energy, the calculation gives -1.56 eV. The SMILES is CCCCCCCCc1c(CCC(=O)O)cc2c(c1CCCCl)C(=O)c1c(cc(CCCI)c(COC(C)=O)c1Cl)C2=O.c1ccncc1.c1ccncc1.c1ccncc1.c1ccncc1.c1ccncc1.c1ccncc1.c1ccncc1.c1ccncc1. The net charge is 0. The gap between HOMO and LUMO comes out at 7.08 eV.


# 4
Here is 2 unconnected molecules or ions with the total composition C10H16O in a non-equilibrium geometry from the OMol25 dataset. Energies are from ωB97M-V/def2-TZVPD.

```
27
Properties=species:S:1:pos:R:3:forces:R:3
C -0.5867 1.2455 3.0563 0.5418 0.6075 0.1534
C 0.0635 1.3300 1.6936 -0.7072 -0.3927 0.5831
C 1.3633 0.8839 1.5114 0.4048 -0.1676 -1.0574
C 1.9071 0.9580 0.2443 -0.1884 0.3543 -1.0827
C 1.1732 1.4979 -0.8341 1.1230 0.7554 0.5712
O 1.8038 1.8273 -2.0167 -0.8969 -0.2227 0.1286
C -0.0945 1.9863 -0.6530 -0.3475 -0.4187 0.6474
C -0.6514 1.8544 0.6248 0.3728 0.7599 0.0102
H 0.1899 1.4500 3.7999 -0.2122 -0.0960 0.1440
H -1.0376 0.2870 3.2995 0.0265 -0.1942 -0.2024
H -1.3532 2.0126 3.1701 -0.0379 -0.0331 -0.0139
H 2.0129 0.5044 2.2861 -0.3083 -0.0429 0.3775
H 2.9218 0.6509 0.0078 0.0515 -0.0366 0.3496
H 2.5558 1.2607 -2.1165 0.7771 -0.4225 -0.2025
H -0.5789 2.4520 -1.4979 -0.2309 0.1358 0.1192
H -1.5657 2.3670 0.9019 -0.3054 -0.3143 -0.4273
C -1.8403 -2.6308 -1.4714 -0.9443 0.3689 0.7725
C -0.9554 -1.5228 -0.9291 0.7622 -0.1750 0.6974
C 0.5162 -1.8446 -1.1763 0.4665 -0.6238 -1.1730
H -1.6029 -3.6024 -1.0368 0.4978 -0.1653 -0.6176
H -2.8837 -2.5132 -1.1482 0.0878 0.3722 -0.1382
H -1.8476 -2.5420 -2.5561 0.1683 -0.7261 -0.0812
H -1.0543 -1.3931 0.1536 -0.4487 0.1738 -0.1214
H -1.2240 -0.5997 -1.4407 0.0785 0.1828 0.2281
H 1.2654 -1.0838 -0.9694 -0.4753 0.2987 0.0194
H 0.5994 -2.1076 -2.2416 0.2478 0.1329 0.0610
H 0.9039 -2.7282 -0.6615 -0.5035 -0.1103 0.2553
```
Positions in Å, forces in eV/Å.

The energy above the lowest of the compared OMol25 structures with the same formula, charge and spin is 25.2 kcal/mol. For the LUMO energy, the calculation gives 0.88 eV. The SMILES is Cc1ccc(O)cc1.CCC. The net charge is 0. The gap between HOMO and LUMO comes out at 9.32 eV.